[1]
Formula: C22H70N2O13
Source: the Open Molecules 2025 dataset
Level of theory: wB97M-V/def2-TZVPD

Summary:
Highest occupied orbital energy (Eh): -0.3170
Relative energy (zero: lowest compared OMol25 entry of this formula, charge and spin) (eV): 1.4174
Lowest unoccupied orbital energy (eV): 0.2
Net charge: 0
HOMO-LUMO gap (hartree): 0.324
Energy (eV): -53541.431

Cartesian coordinates (Å):
H (0.80982, 1.32695, -0.60047)
N (-1.68038, 4.89996, -0.55440)
H (-3.98538, 2.01080, -3.31436)
H (2.52663, -2.18000, -0.39852)
H (4.15001, -3.01892, 1.47628)
H (1.39112, -0.29762, -1.02785)
H (0.45616, -0.16302, 1.35661)
O (1.60529, 2.48369, 2.45116)
C (-3.18891, 0.45221, -2.54467)
O (-1.78889, 1.90519, 4.23733)
C (-5.42534, 2.33090, 2.17649)
H (0.11731, -5.08825, 0.15098)
C (0.06779, -1.43696, -4.02303)
H (0.51894, -1.78737, 2.83967)
H (-2.71515, 2.70504, -1.10490)
H (-0.47291, 1.52697, -3.32426)
C (0.97659, -4.59450, -0.31224)
H (0.79716, -3.56435, -0.42524)
H (-4.17953, 0.52593, 2.34969)
H (-3.20101, -3.59625, 1.77254)
H (-1.53088, 1.84266, -0.09263)
O (2.37220, -6.06672, 0.93457)
H (-2.35371, 0.30526, -1.81863)
H (2.57497, 0.89514, 1.65927)
H (-2.61579, -1.81943, 3.26171)
H (-0.27017, -1.39833, 0.22873)
O (0.09799, 3.51829, 0.49594)
H (4.46516, 2.18151, -2.79062)
C (0.53949, 0.28362, -0.74428)
H (0.82385, 2.59437, 1.87691)
O (-3.76817, 1.71450, -2.39946)
H (3.63660, 2.34789, 1.85093)
H (0.21153, -4.17781, 2.84903)
H (-0.07861, 0.35613, -1.69966)
H (1.24671, 0.54226, 4.08578)
C (-0.20652, -0.33065, 0.46571)
H (2.48526, -1.55570, 3.81175)
O (-1.42480, 1.57018, -5.17052)
H (-6.33253, 1.81756, 2.17538)
H (0.68562, 1.84332, 4.98001)
H (0.18734, 0.30342, 5.44685)
H (3.24057, 0.01697, -2.94211)
H (2.47088, 3.40104, -3.37831)
C (2.61638, 3.13899, -2.36865)
H (-0.94570, 1.23304, -5.87824)
H (-2.00199, -0.27480, 1.15604)
H (-0.48495, 1.63673, 2.74243)
C (0.62840, -2.48344, -3.02635)
H (2.43560, 2.19196, 0.47801)
C (-2.49656, -2.81109, 1.53745)
C (4.30153, -2.13211, 0.86872)
H (-5.49715, 3.10207, 1.44711)
H (1.65646, -2.22883, -2.76453)
H (-2.61200, 4.88229, -1.06507)
O (-3.02987, 2.29934, 2.04304)
H (-0.49889, 3.97894, -3.03206)
H (0.37485, -0.37973, -3.85015)
H (-1.18468, 0.15496, 3.39428)
C (3.06097, -1.57660, 0.29929)
H (2.42943, -1.42460, 1.13513)
H (3.32661, 3.82914, -1.95428)
C (3.50102, 1.89977, -2.41803)
H (4.74536, -1.40902, 1.56804)
H (0.97943, -5.13976, -1.28143)
H (-2.80007, 0.32854, -3.53696)
C (-0.80040, 1.13829, 3.66673)
H (0.51668, -4.21581, 4.58328)
H (-0.99982, -1.50871, -3.89734)
H (6.06602, -2.17096, 0.21093)
H (-2.75276, 2.53185, 1.15091)
H (-1.02266, -3.63004, 3.93560)
H (2.12444, -4.19608, 1.46443)
C (0.65700, -2.32377, 3.73328)
H (-4.19613, 1.25390, 0.71720)
C (2.63531, 2.01182, 1.56467)
H (-2.35195, 2.08386, 3.42761)
O (2.11673, -2.43072, 3.80003)
H (1.68983, 3.08843, -1.83736)
C (-4.18862, 1.48957, 1.81770)
C (0.38403, 0.93302, 4.59922)
C (-1.11557, 3.50733, -3.84644)
H (-3.95088, -0.26985, -2.37172)
H (3.69237, 1.55417, -1.39440)
H (3.18648, -0.61915, -0.11049)
O (0.42480, -1.83587, -5.30334)
H (-1.44082, -3.14286, 1.52928)
N (-1.92514, 2.69756, -0.43044)
H (3.00736, -4.36785, 0.03791)
H (-2.08842, 3.39802, -3.38672)
H (-0.97288, 5.62833, -0.59650)
H (2.68982, -6.53928, 0.15378)
H (0.34632, -1.69616, 4.61021)
C (-0.50765, 2.15042, -4.22594)
H (-1.11781, 4.28891, -4.60643)
H (-5.33124, 2.86543, 3.06811)
O (5.21147, -2.44063, -0.15534)
O (-2.80045, -1.62857, 2.31935)
C (-1.15679, 3.69504, -0.19661)
H (0.51297, 2.20660, -4.66912)
O (-1.46610, 0.26391, 0.62067)
H (0.57030, -3.53266, -3.39259)
C (0.00932, -3.70271, 3.79609)
O (2.81328, 0.83402, -3.08272)
H (0.29693, -1.08419, -5.91674)
H (-0.00064, -2.38800, -2.16566)
H (-2.68072, -2.58160, 0.45110)
C (2.17548, -4.75674, 0.56688)

[2]
Formula: CHN5S
Source: the Open Molecules 2025 dataset
Level of theory: wB97M-V/def2-TZVPD

Summary:
Highest occupied orbital energy (spin up / spin down) (Eh): -0.3017 / -0.3058
Relative energy (zero: lowest compared OMol25 entry of this formula, charge and spin) (eV): 3.4207
Lowest unoccupied orbital energy (spin up / spin down) (eV): -1.2 / -1.2
Net charge: 0
HOMO-LUMO gap (spin up / spin down) (hartree): 0.257 / 0.260
Energy (eV): -19333.179

Cartesian coordinates (Å):
N (-0.32064, 1.42709, 0.35416)
S (-2.89279, -0.02267, -0.50460)
N (1.30824, -0.02724, -0.28191)
C (-1.42472, -0.30231, -0.02618)
N (0.78487, 1.15096, 0.11569)
N (-0.52553, -1.09428, 0.31155)
H (2.32359, -0.04908, -0.33108)
N (0.74698, -1.08247, 0.36237)

[3]
Formula: C34H37BBr2Cl2F3KLiN3O17
Source: the Open Molecules 2025 dataset
Level of theory: wB97M-V/def2-TZVPD

Summary:
Highest occupied orbital energy (Eh): -0.2261
Lowest unoccupied orbital energy (eV): -1.9
Net charge: 0
HOMO-LUMO gap (hartree): 0.155
Energy (eV): -265615.923

Cartesian coordinates (Å):
Li (1.43750, 4.76280, -2.44812)
C (-0.81972, -5.53789, -4.19437)
H (-0.64828, 8.39874, -2.63080)
F (1.77064, -4.97411, -1.74409)
C (2.40008, -5.24470, 3.50667)
H (-2.83680, -3.67211, 2.35638)
H (1.74346, -3.25830, 2.22076)
O (2.31584, -5.07561, 2.22503)
Br (-0.60313, 10.37822, 0.64687)
H (-2.84836, -1.25451, 0.53361)
C (-5.56354, -3.74279, 2.59130)
H (-0.51956, -6.12162, -2.13446)
C (-0.98385, 8.68814, -1.63652)
H (0.41983, 10.30607, -1.59390)
Cl (-0.03463, -4.25791, 7.72492)
H (0.92709, 8.90184, -0.63034)
O (3.66467, 9.31853, 0.01577)
H (-2.91457, -2.95322, 0.06906)
C (-1.77456, 2.17843, -2.13875)
C (-3.18763, -2.67352, 2.11706)
H (-5.76404, -4.48082, 1.82905)
H (2.59983, -3.76223, -3.83376)
H (-2.38033, -3.89391, 7.64191)
H (5.28417, 7.44621, 1.72698)
H (2.81471, -2.56234, 0.30067)
H (-5.06071, -1.68677, 2.42478)
C (-0.12640, -5.58836, -2.99160)
B (3.58983, -5.47619, 1.56451)
C (-1.13941, -1.31265, -1.65980)
H (-3.96726, 0.15577, -1.63874)
C (1.09274, -4.94312, -2.89817)
O (-2.82415, 1.37687, -4.05808)
K (-0.93882, -6.32676, 7.53126)
H (-1.60298, 1.15675, -0.26592)
C (-0.59222, 2.99794, -0.21522)
C (-2.53852, -2.24741, 0.80298)
O (3.74389, -6.76055, -1.61075)
C (3.76553, -6.10944, -0.60554)
C (-4.72766, -2.60556, 1.96439)
O (1.47889, -4.94420, 4.23624)
C (-3.06307, -0.07666, -2.25454)
C (0.95988, -1.98940, -0.67303)
C (-0.69357, 4.31097, -2.18225)
H (-1.44904, -2.38244, 7.58951)
H (0.36092, 4.88490, -0.36769)
C (1.74215, -2.48800, 0.34524)
C (-1.51128, -3.39889, 7.22157)
C (-0.24629, 4.15542, -0.88353)
H (-2.83691, -2.03354, 2.92226)
H (-0.82432, -4.82330, -6.21555)
O (3.40395, -6.56736, 0.60708)
N (1.14850, -2.88031, 1.47020)
O (2.43741, 7.55947, -4.44773)
H (-4.25441, -3.65961, 5.41904)
C (-1.35856, 2.03234, -0.83003)
F (3.33156, -1.84746, -0.32605)
H (-0.26382, 2.84394, 0.79676)
C (3.77586, -5.84329, 3.84576)
H (-1.93261, 9.20746, -1.71562)
O (4.14459, -6.12508, 4.95745)
C (-0.28393, -4.85722, -5.27856)
N (3.02727, 8.59262, -4.15305)
O (3.12065, 7.25479, 0.30809)
H (-0.44528, 5.21358, -2.70401)
C (0.07759, 9.50240, -0.94470)
Br (-1.33614, 7.00840, -0.69653)
Cl (-1.66586, -3.37791, 5.47304)
O (2.96667, 9.62410, -4.77872)
O (4.06122, -4.33560, 0.85816)
C (-2.56897, 1.15281, -2.89817)
N (3.70897, 8.27375, 0.63312)
H (-6.52912, -3.38511, 2.92404)
C (-0.39101, -1.90489, -0.50870)
C (-1.44340, 3.34043, -2.80159)
H (-0.53926, -3.16566, 2.60676)
H (-1.77831, -6.03213, -4.28372)
H (1.44428, -1.67486, -1.57843)
F (-5.02949, -0.02216, -0.44198)
H (3.86616, 7.95699, 2.69016)
H (1.36760, -3.69249, -6.00506)
C (0.94728, -4.22009, -5.15914)
C (-1.02335, -2.33258, 0.68226)
H (-4.94533, -2.55439, 0.90583)
C (-0.18783, -2.81023, 1.65961)
C (4.17079, -4.62684, -0.45410)
H (4.98477, 9.18730, 2.02482)
O (-6.19234, -4.10225, 5.46105)
C (3.86963, 8.55497, -2.92721)
O (4.45213, -5.94303, 2.71811)
H (-3.35516, -0.76352, -3.03398)
C (-5.14590, -4.02171, 4.90924)
O (4.49547, -3.90629, -1.33026)
H (4.62706, 7.79015, -3.07603)
C (4.53181, 8.21557, 1.87249)
C (1.64415, -4.25528, -3.96098)
H (3.22070, 8.30640, -2.09526)
O (-2.17216, -0.63207, -1.27596)
O (-0.73526, -1.43528, -2.77747)
H (-1.76366, 3.50570, -3.81444)
O (-4.89530, -4.43676, 3.65949)
H (4.32035, 9.52951, -2.78831)

[4]
Formula: C4H3F2N
Source: the Open Molecules 2025 dataset
Level of theory: wB97M-V/def2-TZVPD

Summary:
Highest occupied orbital energy (spin up / spin down) (Eh): -0.3182 / -0.3169
Relative energy (zero: lowest compared OMol25 entry of this formula, charge and spin) (eV): 3.4211
Lowest unoccupied orbital energy (spin up / spin down) (eV): 0.2 / 0.2
Net charge: 0
HOMO-LUMO gap (spin up / spin down) (hartree): 0.324 / 0.323
Energy (eV): -11117.483

Cartesian coordinates (Å):
C (-0.59514, 1.17649, -0.25423)
F (-1.25909, 1.77914, 0.64651)
H (-1.60465, -0.56674, -1.18715)
N (1.37610, 0.76368, 0.85280)
H (0.26021, -2.14875, -0.18851)
F (-0.31262, 1.96216, -1.28206)
C (-0.87315, -0.21149, -0.54990)
C (1.13265, -0.44607, 0.76746)
C (0.05409, -1.09220, -0.15163)
H (1.82159, -1.21620, 1.34671)

Which formula does entry 4 have? C4H3F2N